Entry from the Open Molecules 2025 dataset: a single C4H9NO2 molecule in a non-equilibrium geometry (wB97M-V/def2-TZVPD).

Each line ends with the Mulliken charge.
Atoms and positions in Å:
C: 0.7505 0.7814 1.1646  -1.0440
N: 0.7180 -0.0533 -0.0102  0.0240
C: 1.6352 0.3763 -1.0350  -1.0032
C: -0.6075 -0.2579 -0.5272  -0.5183
C: -1.5123 -1.0666 0.3632  0.4164
O: -1.1551 -1.8008 1.2394  -0.5256
O: -2.7985 -1.0307 -0.0575  -0.4558
H: 0.4893 1.8277 0.9910  0.3826
H: 1.6891 0.6903 1.7066  0.3268
H: -0.0382 0.4461 1.8509  0.3190
H: 2.2315 -0.3759 -1.5522  0.2794
H: 1.1745 1.0246 -1.7939  0.3407
H: 2.3524 1.0865 -0.6182  0.3834
H: -0.5735 -0.7874 -1.4886  0.3696
H: -1.0746 0.6907 -0.8428  0.3609
H: -3.2810 -1.5510 0.6101  0.3442

Computed properties:
E_HOMO, Eh: -0.322
Orbital gap, eV: 9.53
Energy above the lowest of the compared OMol25 structures with the same formula, charge and spin, kJ/mol: 128.8
Charge: 0
Spin multiplicity: 1

***

Entry from the Open Molecules 2025 dataset: a molecular structure, C2H5NO in a non-equilibrium geometry (wB97M-V/def2-TZVPD).

Each line ends with the Mulliken charge.
Atoms and positions in Å:
C: -1.6866 -0.4257 0.1279  -0.5063
C: 0.9242 0.6112 -0.0324  -0.0957
N: -0.4090 0.9438 0.0607  -0.3336
O: 1.3878 -0.7018 0.1280  -0.4996
H: -2.6635 -0.0337 0.2445  0.3407
H: -1.2801 -1.3952 0.3040  0.3008
H: 1.4236 1.2125 0.7502  0.2452
H: 1.2760 1.0358 -1.0009  0.2530
H: 1.0276 -1.2468 -0.5819  0.2955

Computed properties:
E_HOMO (alpha / beta), Eh: -0.355 / -0.352
Orbital gap (alpha / beta), eV: 9.77 / 9.38
Energy above the lowest of the compared OMol25 structures with the same formula, charge and spin, kJ/mol: 591.2
Charge: 0
Spin multiplicity: 1

***

Entry from the Open Molecules 2025 dataset: a molecular structure, C28H30FeN3O in a non-equilibrium geometry (wB97M-V/def2-TZVPD).

Each line ends with the Löwdin spin population.
Atoms and positions in Å:
C: 6.4368 -0.4385 1.6026  0.1152
O: 5.9008 0.6287 0.7868  0.0904
C: 4.6002 0.9733 0.9678  0.1448
C: 4.1077 2.0969 0.2533  0.0288
C: 2.8394 2.5565 0.4944  0.1290
C: 1.9768 1.9232 1.4426  0.0363
C: 0.7420 2.5223 1.7510  0.4103
C: -0.3063 1.8705 2.4678  0.0455
C: -1.2724 2.5187 3.3695  0.0494
C: -2.1727 1.5140 3.8771  0.0746
C: -1.8289 0.2417 3.2670  0.0079
C: -0.7052 0.4497 2.3891  0.1156
Fe: -2.2017 1.6373 1.8973  1.7712
C: -2.2266 1.9181 -0.0669  0.0807
C: -2.4248 3.1619 0.6557  0.0092
C: -3.5774 2.9986 1.5256  0.0682
C: -4.0895 1.6515 1.3448  0.0054
C: -3.2531 0.9821 0.3623  0.0155
C: 2.4672 0.7459 2.0888  0.1436
C: 3.7486 0.2897 1.8689  0.0670
H: 7.4779 -0.4949 1.2868  0.0122
H: 6.3712 -0.2000 2.6739  0.0150
H: 5.9215 -1.3890 1.4050  0.0273
H: 4.7788 2.5878 -0.4490  0.0190
H: 2.4619 3.4296 -0.0382  0.0272
H: 0.6030 3.5824 1.5185  0.0246
H: -1.2026 3.5671 3.6504  0.0061
H: -2.9397 1.6601 4.6324  0.0103
H: -2.2836 -0.7167 3.5009  0.0021
H: -0.1389 -0.2942 1.8340  0.0176
H: -1.5150 1.7547 -0.8717  0.0206
H: -1.8668 4.0800 0.4956  0.0072
H: -4.0181 3.7728 2.1492  0.0095
H: -4.9835 1.2377 1.8018  0.0026
H: -3.4278 -0.0011 -0.0628  0.0010
H: 1.8415 0.2240 2.8102  0.0158
H: 4.1205 -0.5795 2.4123  0.0190
C: -3.8691 -4.7574 -0.4658  0.0016
C: -2.5029 -5.0497 -0.3321  0.0033
C: -1.5421 -4.1038 -0.7160  0.0154
C: -1.9391 -2.8643 -1.2272  0.0019
C: -0.8947 -1.8345 -1.6183  0.0156
N: -0.4931 -2.0106 -2.9945  0.0022
C: 0.3746 -1.1731 -3.4580  0.0382
N: 0.8171 -1.1975 -4.7546  0.0043
C: 1.8192 -0.2044 -5.0345  0.0448
C: 1.9687 0.5297 -3.7003  0.0828
N: 1.0228 -0.1358 -2.8425  0.0148
C: -3.3013 -2.5829 -1.3919  0.0016
C: -4.2655 -3.5234 -1.0017  0.0016
H: -4.6198 -5.4891 -0.1584  0.0003
H: -2.1799 -6.0110 0.0753  0.0008
H: -0.4735 -4.3178 -0.6237  0.0126
H: -1.3427 -0.8382 -1.4354  0.0016
H: -0.0355 -1.9790 -0.9354  0.0205
H: 0.5074 -1.9223 -5.3842  0.0036
H: 2.7684 -0.6582 -5.3344  0.0111
H: 1.4996 0.4846 -5.8216  0.0057
H: 2.9916 0.4443 -3.3219  0.0318
H: 1.7245 1.5879 -3.8156  0.0257
H: 0.9244 0.0519 -1.8497  0.0104
H: -3.5946 -1.6262 -1.8350  0.0015
H: -5.3255 -3.2822 -1.1172  0.0005

Computed properties:
E_HOMO (alpha / beta), Eh: 0.031 / -0.208
Orbital gap (alpha / beta), eV: 1.75 / 7.68
⟨S²⟩: 6.08
Charge: -1
Spin multiplicity: 5

***

Entry from the Open Molecules 2025 dataset: a gas-phase ion, C5H11NO (charge +1) in a non-equilibrium geometry (wB97M-V/def2-TZVPD).

Each line ends with the Löwdin spin population.
Atoms and positions in Å:
C: 0.5572 0.4750 1.6833  0.0626
C: 0.8225 0.5133 0.2070  0.0614
N: 0.0013 -0.1321 -0.6357  0.0850
C: -0.9174 -1.1888 -0.0177  0.0042
C: -2.1321 -0.6177 0.7754  0.0025
C: 0.3654 -0.1225 -2.0388  0.0236
O: 1.7383 1.3027 -0.0979  0.7288
H: -0.4544 0.8132 1.8255  0.0058
H: 0.5319 -0.4638 2.3771  0.0063
H: 1.2738 1.1639 2.1843  0.0017
H: -1.3866 -1.7134 -0.8304  0.0012
H: -0.2049 -1.8719 0.4230  0.0024
H: -2.1016 -1.1548 1.8013  0.0003
H: -2.1063 0.4875 0.7881  0.0000
H: -3.0468 -0.8961 0.4614  0.0001
H: 0.8117 -1.0019 -2.3858  0.0042
H: 1.1524 0.7731 -2.3170  0.0074
H: -0.5584 0.0113 -2.7491  0.0026

Computed properties:
E_HOMO (alpha / beta), Eh: -0.580 / -0.571
Orbital gap (alpha / beta), eV: 11.99 / 6.90
⟨S²⟩: 0.76
Energy above the lowest of the compared OMol25 structures with the same formula, charge and spin, kJ/mol: 255.3
Charge: +1
Spin multiplicity: 2

***

Entry from the Open Molecules 2025 dataset: 8 unconnected molecules or ions with the total composition C3H20NO9S2 in a non-equilibrium geometry (wB97M-V/def2-TZVPD).

Each line ends with the Mulliken charge.
Atoms and positions in Å:
N: 1.6236 -1.5488 -0.5624  -0.5649
C: 1.2874 -0.0945 -0.3509  0.2740
C: 1.9803 0.3720 0.9896  0.3585
O: 1.2793 1.0073 1.8124  -0.8862
O: 3.1416 0.0305 1.0969  -0.7373
C: -0.2209 0.1501 -0.3159  0.5412
S: -0.9015 0.0414 -2.0270  -0.0345
S: -2.5879 1.1261 -2.0395  -0.3137
H: 2.5794 -1.5921 -0.4124  0.2533
H: 1.1716 -2.0623 0.1744  0.1649
H: 1.7756 0.4852 -1.2313  0.2032
H: -0.4540 1.1076 0.0817  -0.4101
H: -0.7221 -0.6106 0.3199  0.0083
H: -2.1347 2.4136 -2.0142  0.1653
H: 2.5544 -0.7593 -3.4595  0.3023
H: 1.8536 -1.7077 -2.6158  0.4124
O: 2.2206 -1.6294 -3.4799  -0.6835
H: -2.9769 1.5801 1.4671  0.2945
H: -2.0041 1.0514 2.4479  0.4402
O: -2.4742 1.8452 2.1992  -0.7507
H: -1.0942 2.8220 1.7170  0.4412
H: 0.3760 2.4583 1.5672  0.4459
O: -0.2744 3.1569 1.4016  -0.8331
H: -0.5301 -3.6201 1.7637  0.2457
H: -0.7010 -3.0880 0.3590  0.3597
O: -0.5217 -2.8343 1.2518  -0.6045
H: 0.2298 -3.0994 -1.5045  0.3595
H: -1.3523 -3.0708 -1.7716  0.3313
O: -0.5993 -3.5391 -1.3230  -0.7759
H: -0.8827 -1.0232 2.2831  0.2942
H: -0.0046 0.2705 2.4958  0.5023
O: -0.8732 -0.2298 2.7690  -0.8053
H: -0.5078 3.4129 -0.3098  0.3585
H: 0.3179 3.6243 -1.5439  0.2673
O: -0.5737 3.5538 -1.2358  -0.6240

Computed properties:
E_HOMO, Eh: -0.214
Orbital gap, eV: 8.48
Charge: -1
Spin multiplicity: 1

***

Entry from the Open Molecules 2025 dataset: a gas-phase ion, C5H10NO (charge +2) in a non-equilibrium geometry (wB97M-V/def2-TZVPD).

Each line ends with the Löwdin spin population.
Atoms and positions in Å:
O: -2.1296 -1.1974 1.2009  0.6563
C: -2.6063 -0.2747 0.6111  0.1363
C: -1.8507 0.9157 0.0758  0.0936
C: -0.3875 0.9773 0.6104  0.0062
C: 0.4868 -0.0870 -0.0165  0.0007
C: 1.8000 -0.1953 0.0911  0.0122
N: 2.5034 -1.0552 -0.9322  0.0015
H: -3.6368 -0.4608 0.2061  0.0815
H: -2.3925 1.7966 0.4170  0.0033
H: -1.6502 0.7945 -0.9865  0.0015
H: -0.3142 1.0647 1.7066  0.0010
H: 0.0050 1.9678 0.3711  0.0052
H: -0.0796 -0.7040 -0.7248  -0.0001
H: 2.2599 0.2848 0.9691  0.0002
H: 3.0183 -0.5056 -1.6362  0.0003
H: 3.2136 -1.7127 -0.5850  0.0002
H: 1.7604 -1.6088 -1.3780  0.0000

Computed properties:
E_HOMO (alpha / beta), Eh: -0.697 / -0.697
Orbital gap (alpha / beta), eV: 9.59 / 5.90
⟨S²⟩: 0.76
Energy above the lowest of the compared OMol25 structures with the same formula, charge and spin, kJ/mol: 0.6
Charge: +2
Spin multiplicity: 2